# 1
# C2H14NO3

A cluster of 4 separate species, C2H14NO3 in total (ωB97M-V with the def2-TZVPD basis set, OMol25).

Values from the calculation:
LUMO energy (alpha / beta): 0.69 / 0.46 eV
2S+1: 2
Gap between HOMO and LUMO (alpha / beta): 3.699 / 11.742 eV

Each line ends with the Löwdin spin population.
CARTESIAN COORDINATES (ANGSTROEM)
C -2.2820 -1.2013 -0.5932  0.0441
C -1.4555 -0.7637 0.6097  0.0683
N -0.0660 -1.5171 0.5082  0.0979
H -3.4357 -0.9853 -0.5371  0.0043
H -2.1785 -2.2442 -0.8462  0.0122
H -1.9700 -0.7577 -1.4691  0.0152
H -1.6402 -1.0312 1.6366  0.0147
H -1.2643 0.3327 0.5375  0.0190
H 0.6623 -0.9649 0.9703  0.0451
H -0.0941 -2.5255 0.9502  0.0721
H 0.2507 -1.6077 -0.5488  0.0417
H 1.1253 -0.0979 -1.9089  0.1203
H 1.2612 -1.6245 -2.5884  0.0563
O 0.6325 -0.9779 -2.1695  0.2085
H 2.7350 4.1509 0.1675  0.0049
H 1.5748 3.4421 -0.5133  0.0290
O 1.9372 3.8395 0.3534  0.0512
H 1.0984 1.3935 2.5833  0.0124
H 1.8987 1.8945 1.2449  0.0153
O 1.2101 1.2458 1.6127  0.0674


# 2
# C8H13N3O2S2

A structure of composition C8H13N3O2S2 (ωB97M-V with the def2-TZVPD basis set, OMol25).

Values from the calculation:
LUMO energy: 0.27 eV
Gap between HOMO and LUMO: 7.442 eV

Each line ends with the natural charge from an NBO analysis.
CARTESIAN COORDINATES (ANGSTROEM)
C -3.2201 -1.4648 -0.1010  -0.6230
C -1.9476 -1.6241 0.7764  -0.3272
C -0.8396 -0.4925 0.5214  -0.4080
C -1.3861 0.8061 0.8567  -0.0305
H -2.2363 0.9769 0.0806  0.1643
H -1.7914 0.8350 1.9835  0.1538
O -0.4420 1.6213 0.8833  -0.5750
C -0.2335 2.3372 -0.5973  0.8275
O -1.0341 2.2435 -1.4854  -0.5146
C 1.0624 3.1523 -0.5469  -0.6981
H 1.3385 3.4126 -1.5424  0.2653
H 0.6614 4.3073 -0.3267  0.2936
S 2.3638 2.4739 0.4700  0.5838
C 2.5159 1.1174 0.0578  -0.4381
N 1.8098 0.5071 -1.0731  -0.2709
N 2.0206 -0.7887 -1.0595  -0.3511
C 3.0259 -1.4190 -0.3589  0.2395
N 3.4452 -2.5627 -0.4284  -0.7629
H 4.0716 -2.7897 0.2166  0.4004
H 2.9362 -3.0962 -0.9784  0.4120
S 3.5716 -0.1047 0.6925  0.3351
H -0.7939 -0.5159 -0.3387  0.1821
H -0.1419 -0.7129 1.2298  0.2034
H -2.5248 -1.4865 1.9822  0.1635
H -1.6687 -2.4383 0.4141  0.1698
H -3.7278 -0.5164 -0.0186  0.2053
H -3.9571 -2.4759 -0.0646  0.2104
H -2.8783 -1.3023 -1.2449  0.1894


# 3
# C4H8O

An isolated molecule of C4H8O (ωB97M-V with the def2-TZVPD basis set, OMol25).

Values from the calculation:
Structure (SMILES): CC(C)C=O
LUMO energy: 1.06 eV
Gap between HOMO and LUMO: 10.754 eV

Each line ends with the natural charge from an NBO analysis.
CARTESIAN COORDINATES (ANGSTROEM)
C -0.8801 -0.5534 0.2310  0.4592
C 0.2921 0.3884 0.0017  -0.3423
C 1.4724 0.0648 0.9541  -0.6000
C 0.7269 0.2679 -1.4604  -0.6158
O -2.0125 -0.1897 0.3535  -0.5159
H -0.6234 -1.6157 0.4581  0.0960
H -0.1367 1.3006 0.4359  0.2275
H 2.2070 0.8538 1.0505  0.2219
H 1.1223 -0.2722 1.9313  0.2121
H 1.9913 -0.7867 0.4982  0.2002
H 1.8087 0.4154 -1.5552  0.2135
H 0.5651 -0.7050 -1.9348  0.2165
H 0.2794 1.0017 -2.1265  0.2271


# 4
# C4H3NO2

A structure of composition C4H3NO2 (ωB97M-V with the def2-TZVPD basis set, OMol25).

Values from the calculation:
LUMO energy: 0.86 eV
Gap between HOMO and LUMO: 10.127 eV

Each line ends with the natural charge from an NBO analysis.
CARTESIAN COORDINATES (ANGSTROEM)
O -3.0782 -1.3375 -0.5860  -0.4702
C -2.2938 -0.6317 -0.1152  0.4396
C -0.3627 -0.5658 -0.4360  0.2835
N -0.3180 0.4189 0.4312  -0.6021
C 0.9880 0.8467 0.5602  -0.1079
C 1.7189 0.0731 -0.2689  0.0614
O 0.8780 -0.8101 -0.8928  -0.4102
H -1.5943 0.3400 0.6108  0.3626
H 1.2941 1.6480 1.2157  0.2293
H 2.7679 0.0184 -0.5190  0.2142


Summary of energy relative to the best compared isomer or geometry (same formula, charge and spin) in kcal per mole
21.4, 244.0, 15.5, 89.2
(order as listed above)